Molecular formula: C54H58N5SbSn
Method: DFT, ωB97M-V/def2-TZVPD

For the LUMO energy, the calculation gives 0.4 eV. Its highest occupied orbital energy is -6.00 eV. Its calculated total energy is -76760.5534 eV. The gap between HOMO and LUMO comes out at 6.4 eV.

Cartesian coordinates (Å):
Sn: 0.01 0.38 0.09
C: 1.65 -3.44 -0.11
C: 2.29 -2.69 1.02
C: 3.61 -2.87 1.40
C: 4.11 -2.15 2.48
C: 3.26 -1.30 3.18
C: 1.95 -1.16 2.72
N: 1.49 -1.83 1.67
Sb: 0.55 -0.10 4.02
C: -1.34 -1.01 3.42
C: -2.22 -1.27 4.46
C: -3.45 -1.86 4.16
C: -3.73 -2.18 2.84
C: -2.78 -1.91 1.86
C: -3.02 -2.26 0.42
N: -1.62 -1.32 2.15
C: 0.25 1.97 3.39
C: 0.24 2.82 4.49
C: 0.02 4.18 4.31
C: -0.18 4.64 3.02
C: -0.15 3.75 1.95
C: -0.33 4.25 0.55
N: 0.05 2.44 2.14
H: 2.36 -4.09 -0.62
H: 0.82 -4.04 0.27
H: 1.23 -2.74 -0.84
H: 4.25 -3.56 0.86
H: 5.14 -2.27 2.79
H: 3.61 -0.75 4.04
H: -1.97 -1.02 5.48
H: -4.17 -2.06 4.94
H: -4.68 -2.63 2.57
H: -4.05 -2.05 0.12
H: -2.36 -1.68 -0.22
H: -2.82 -3.32 0.25
H: 0.41 2.42 5.48
H: 0.00 4.85 5.15
H: -0.35 5.70 2.83
H: 0.48 4.94 0.29
H: -0.33 3.44 -0.17
H: -1.26 4.81 0.46
C: 2.91 -1.74 -3.48
C: 2.38 -0.31 -3.33
C: 2.22 0.34 -4.71
C: 3.27 0.51 -2.40
C: 4.65 0.47 -2.57
C: 5.50 1.16 -1.72
C: 4.96 1.91 -0.69
C: 3.58 2.01 -0.51
C: 3.03 2.89 0.59
C: 3.33 4.37 0.31
C: 3.53 2.48 1.98
C: 2.73 1.31 -1.38
N: 1.32 1.42 -1.25
C: 0.64 2.23 -2.13
C: -0.73 2.19 -2.13
N: -1.35 1.36 -1.22
C: -2.71 0.99 -1.38
C: -3.08 0.17 -2.47
C: -4.41 -0.23 -2.58
C: -5.36 0.13 -1.63
C: -4.98 0.93 -0.57
C: -3.67 1.38 -0.43
C: -3.32 2.36 0.68
C: -3.76 1.89 2.07
C: -3.91 3.74 0.37
C: -2.08 -0.31 -3.51
C: -1.89 -1.83 -3.42
C: -2.47 0.09 -4.93
C: -1.25 3.17 -3.09
C: -2.49 3.62 -3.48
C: -2.56 4.65 -4.46
C: -1.45 5.23 -5.01
C: -0.15 4.80 -4.60
C: 1.11 5.30 -5.04
C: 2.27 4.80 -4.52
C: 2.28 3.77 -3.53
C: 1.09 3.26 -3.10
C: -0.11 3.79 -3.66
H: 2.16 -2.37 -3.97
H: 3.15 -2.18 -2.51
H: 3.81 -1.77 -4.10
H: 1.40 -0.36 -2.87
H: 3.20 0.44 -5.19
H: 1.77 1.33 -4.64
H: 1.59 -0.28 -5.35
H: 5.08 -0.13 -3.37
H: 6.57 1.12 -1.86
H: 5.62 2.45 -0.01
H: 1.95 2.76 0.59
H: 4.40 4.54 0.21
H: 2.97 5.00 1.13
H: 2.85 4.69 -0.62
H: 4.62 2.58 2.06
H: 3.27 1.43 2.18
H: 3.07 3.10 2.75
H: -4.71 -0.85 -3.42
H: -6.38 -0.21 -1.72
H: -5.72 1.23 0.17
H: -2.23 2.46 0.69
H: -4.84 1.99 2.21
H: -3.27 2.49 2.84
H: -3.48 0.85 2.24
H: -4.99 3.68 0.26
H: -3.50 4.14 -0.56
H: -3.68 4.45 1.18
H: -1.11 0.14 -3.29
H: -2.82 -2.36 -3.64
H: -1.55 -2.14 -2.43
H: -1.13 -2.16 -4.14
H: -3.41 -0.37 -5.23
H: -1.70 -0.22 -5.64
H: -2.58 1.18 -5.02
H: -3.40 3.19 -3.08
H: -3.54 4.99 -4.77
H: -1.55 6.01 -5.75
H: 1.14 6.09 -5.79
H: 3.22 5.19 -4.86
H: 3.23 3.41 -3.15

Löwdin population analysis, charges in e, atoms 1 to 6: Sn 1.315; C -0.032; C -0.337; C -0.022; C -0.063; C -0.144